Entry 1:
Below is a gas-phase ion, C12H11N2O (charge +1), with properties calculated with the ωB97M-V functional and the def2-TZVPD basis.

```
26
Properties=species:S:1:pos:R:3:forces:R:3
C -3.43709 -0.71774 -0.32560 1.463 1.389 -0.848
N -2.58083 -1.62244 -0.20922 -1.716 -1.121 0.192
C -1.29896 -1.36036 0.36196 0.814 1.016 0.139
C -1.32220 -0.01054 1.16175 0.703 -3.126 2.995
C -1.81350 0.98346 0.22243 -0.108 -0.960 -0.437
N -2.99872 0.68624 -0.31187 -0.819 -0.496 1.460
C -1.01027 2.02312 -0.25192 0.879 1.348 -1.067
C 0.34576 1.90435 -0.54013 0.205 0.041 0.523
C 1.24972 0.77381 -0.37476 0.973 -2.237 0.254
C 2.67264 0.96917 -0.16545 -0.570 1.191 1.133
C 3.58631 -0.05123 0.12138 -0.053 1.561 -0.692
C 3.15600 -1.35824 0.04859 -0.714 -1.051 -0.280
C 1.79315 -1.68044 -0.26294 1.256 1.800 0.372
C 0.85240 -0.61538 -0.44163 0.996 -1.270 0.657
O -0.45087 -1.01291 -0.68745 0.965 0.480 -2.216
H -4.43755 -0.77912 -0.74545 0.058 -0.568 0.246
H -0.89844 -2.31137 0.78618 -0.543 1.003 0.709
H -2.01733 -0.23723 2.07517 1.048 1.026 -1.540
H -0.25100 0.11805 1.51136 -1.587 0.391 -0.210
H -3.69223 1.34820 -0.63012 0.481 0.367 -0.488
H -1.62311 2.86190 -0.60895 0.815 0.044 -0.126
H 0.98900 2.69017 -0.98595 -1.369 0.246 0.308
H 3.07595 1.99868 0.05975 -0.782 -0.934 -0.826
H 4.64338 0.28469 0.29744 -1.200 -0.809 -0.011
H 3.91198 -2.14260 0.22338 -0.750 0.212 -0.144
H 1.55581 -2.74223 -0.32794 -0.446 0.459 -0.103
```
Positions in Å, forces in eV/Å.

Properties
LUMO level in eV: -5.591
Multiplicity: 1
Charge: +1
Highest occupied orbital energy in eV: -12.8
Energy relative to the best compared isomer or geometry (same formula, charge and spin) in kcal per mole: 20.6
Gap between HOMO and LUMO in eV: 7.17
F_max in eV/A: 4.4

=====

Entry 2:
Below is 2 unconnected molecules or ions with the total composition C12H12, with properties calculated with the ωB97M-V functional and the def2-TZVPD basis.

```
24
Properties=species:S:1:pos:R:3:forces:R:3
C 2.56959 0.51164 -0.98170 1.681 0.437 1.339
C 1.40783 1.23651 -1.10548 -0.407 1.553 -0.798
C 0.46782 0.77127 -2.03914 -1.870 1.311 -2.001
C 0.72434 -0.30168 -2.86847 -1.953 -1.493 -1.129
C 1.74496 -1.15988 -2.52077 -0.112 -2.287 -2.926
C 2.46906 -0.81730 -1.45659 7.409 0.097 0.971
H 3.67315 1.01590 -0.64230 -3.560 -1.780 -0.377
H 1.26265 2.27295 -0.74858 0.309 -0.766 -0.003
H -0.41405 1.39137 -2.45763 1.435 -0.666 1.541
H 0.04019 -0.63466 -3.73433 1.077 1.100 1.410
H 2.15088 -2.00912 -3.24639 -1.405 1.590 1.912
H 3.52956 -1.38146 -1.36645 -2.644 0.886 0.111
C -0.73858 0.34249 3.00145 -2.365 -0.089 -0.209
C -1.87355 1.10892 2.47825 3.356 1.083 1.725
C -2.54250 0.82330 1.36512 -2.674 -2.344 -5.846
C -2.51515 -0.50752 0.67552 7.579 2.769 9.436
C -1.38674 -1.21182 1.30467 -1.305 -4.461 -1.826
C -0.54656 -0.87343 2.38361 0.226 1.416 -1.004
H -0.19668 0.62778 3.90985 -0.141 0.247 -0.611
H -1.90030 2.14591 2.75739 -0.248 0.301 0.623
H -3.09326 1.54380 0.62022 0.733 -0.637 2.489
H -3.05404 -0.63572 -0.11517 -2.898 -1.520 -4.597
H -1.05727 -2.40123 1.14964 -1.476 3.079 -0.852
H 0.37603 -1.47052 2.45495 -0.746 0.173 0.623
```
Positions in Å, forces in eV/Å.

Properties
LUMO level in eV: 0.844
Multiplicity: 1
Charge: 0
Highest occupied orbital energy in eV: -9.0
Energy relative to the best compared isomer or geometry (same formula, charge and spin) in kcal per mole: 120.1
Gap between HOMO and LUMO in eV: 9.85
F_max in eV/A: 12.4

=====

Entry 3:
Below is a molecular structure, C12H12BNO3SSn, with properties calculated with the ωB97M-V functional and the def2-TZVPD basis.

```
31
Properties=species:S:1:pos:R:3:forces:R:3
C 2.07056 -0.70749 1.47643 0.242 0.620 0.494
N 2.40387 0.61092 0.94509 -0.574 -1.353 -0.735
C 3.46276 0.36694 -0.08336 -0.469 -0.381 0.435
B 1.24068 1.31362 0.39019 0.524 0.520 0.844
O 1.08755 2.62476 0.58798 -0.207 0.038 -0.210
C 0.05948 0.62777 -0.47327 1.312 0.613 0.680
C 0.18994 0.57926 -1.88212 0.420 0.995 -0.285
S 1.56811 1.28524 -2.73975 0.395 -0.069 -0.565
C -0.78457 -0.00112 -2.67701 -0.331 -0.681 -0.189
C -1.91215 -0.55157 -2.07078 -0.123 -0.216 -1.209
C -2.05311 -0.53005 -0.71144 -1.338 0.797 2.136
C -1.05373 0.09399 0.15016 -1.851 -0.455 -0.775
C -1.33373 0.11031 1.64163 -0.737 -0.118 1.203
O -0.55699 0.51661 2.46995 0.235 0.175 -0.988
C -2.64265 -0.45888 2.10398 0.299 0.085 -0.115
C -3.54080 -1.04691 1.32013 -0.248 -0.122 -0.479
C -3.33872 -1.18801 -0.13777 -0.501 0.083 -0.150
O -4.08428 -1.77123 -0.88899 0.722 0.416 0.522
H 2.96769 -1.15059 1.90991 -0.048 -0.249 -0.230
H 1.71898 -1.37774 0.64325 0.094 -0.272 0.067
H 1.32796 -0.68286 2.27336 -0.011 0.142 -0.172
H 3.01826 -0.25222 -0.87869 0.280 0.224 -0.245
H 4.22088 -0.27324 0.36636 0.248 0.392 0.063
H 3.87950 1.28970 -0.47343 0.023 -0.040 -0.022
H 1.73877 2.95105 1.22719 0.049 0.217 -0.088
H 1.47782 2.61163 -2.47408 -0.357 -0.348 0.515
H -0.70723 -0.03946 -3.75708 0.174 0.181 0.012
H -2.70025 -0.99900 -2.66964 -0.020 -0.056 0.064
H -2.85228 -0.41367 3.16624 0.341 0.227 0.049
H -4.46104 -1.43562 1.74182 -0.006 -0.097 -0.182
Sn -0.41125 -2.10213 -0.49624 1.464 -1.267 -0.442
```
Positions in Å, forces in eV/Å.

Properties
LUMO level in eV: -10.006
Multiplicity: 1
Charge: +2
Highest occupied orbital energy in eV: -16.0
Gap between HOMO and LUMO in eV: 5.97
F_max in eV/A: 2.6

=====

Entry 4:
Below is a single C12H12BrClN2O molecule, with properties calculated with the ωB97M-V functional and the def2-TZVPD basis.

```
29
Properties=species:S:1:pos:R:3:forces:R:3
C -2.54058 3.06067 -2.09529 -1.080 5.108 -1.448
C -2.02099 2.15531 -1.17787 2.574 -7.640 4.057
C -1.82965 2.11134 0.32647 -5.203 10.377 -9.428
C -1.30715 1.24678 1.11410 -1.835 4.491 3.438
Cl -1.34353 1.69734 2.65602 -0.066 0.785 5.121
C -0.72562 0.26638 0.64408 2.814 -12.034 -8.287
O -0.34414 -0.91224 1.27564 -6.531 -1.102 -9.034
C 0.42780 -0.87671 2.20163 7.279 4.336 10.223
C 1.54147 0.18962 2.12445 2.479 -1.473 0.328
N 2.42325 0.05565 0.94453 -2.856 -1.739 3.549
C 2.17550 0.74609 -0.29935 11.941 -14.220 3.188
C 3.09723 -0.05189 -0.99399 -0.393 4.164 -5.096
N 3.67683 -1.02719 -0.28941 3.573 -2.084 -7.353
C 3.20859 -1.19109 0.81959 -3.650 5.771 2.086
C -0.94344 -0.03776 -0.82097 -0.347 2.577 -1.430
Br -0.21497 -1.60241 -1.76979 -0.528 1.059 1.326
C -1.58518 0.94106 -1.77585 2.242 -1.842 6.424
H -2.63069 4.06062 -1.43345 -0.529 -1.557 -2.284
H -3.43680 2.73806 -2.76316 1.127 0.672 1.813
H -1.72270 3.19234 -2.85973 -0.804 0.486 0.658
H -2.15744 3.26134 0.51015 0.756 -2.966 1.249
H -0.03594 -0.49676 3.10992 -0.617 0.080 0.961
H 0.97662 -1.64113 2.67907 0.028 -2.710 -1.032
H 1.14711 1.16999 2.04852 -0.275 1.088 0.642
H 2.21591 -0.02565 3.06511 -1.382 1.058 -1.541
H 1.58940 1.40963 -0.29797 -7.946 9.522 -0.640
H 3.38789 0.30036 -2.12982 -0.431 -1.623 3.025
H 3.44690 -1.99081 1.45879 -0.083 -0.280 1.418
H -1.54247 0.69305 -2.77792 -0.256 -0.305 -1.933
```
Positions in Å, forces in eV/Å.

Properties
LUMO level in eV: 0.173
Multiplicity: 1
Charge: 0
Highest occupied orbital energy in eV: -8.4
Energy relative to the best compared isomer or geometry (same formula, charge and spin) in kcal per mole: 229.8
Gap between HOMO and LUMO in eV: 8.53
F_max in eV/A: 18.8

=====

Entry 5:
Below is a molecular structure, C12H12CrF5N2O3, with properties calculated with the ωB97M-V functional and the def2-TZVPD basis.

```
35
Properties=species:S:1:pos:R:3:forces:R:3
Cr -0.82475 -0.58416 -0.83626 -0.298 -0.048 0.807
C -2.75570 -1.30679 -0.10721 -0.323 -0.236 -0.091
C -2.53632 -1.83294 -1.39195 -0.298 -0.285 -0.011
C -1.39486 -2.66335 -1.32080 -0.074 -0.100 -0.578
C -0.92904 -2.67238 0.01750 0.493 -0.124 -0.151
C -1.76259 -1.83109 0.75989 -0.344 0.089 -0.007
H -3.52299 -0.59780 0.15304 0.046 0.050 0.017
H -3.13011 -1.63718 -2.26852 0.079 0.079 -0.038
H -0.99022 -3.22189 -2.15028 0.076 0.003 0.040
H -0.08363 -3.22424 0.39513 0.053 0.068 -0.048
H -1.66441 -1.59567 1.80701 0.111 0.086 -0.028
C 3.15385 1.05373 2.41481 0.076 -0.001 -0.001
C 2.12066 0.28229 1.65272 -0.230 0.176 0.017
N 2.29519 -0.85550 1.11236 0.058 -0.055 0.032
O 3.59738 -1.31453 1.27442 0.023 -0.095 -0.045
C 0.76279 0.88021 1.52924 0.003 0.193 0.146
C 0.33506 1.99533 2.43449 -0.015 -0.021 -0.022
N -0.01490 0.44025 0.62546 0.154 -0.269 -0.497
O -1.24118 0.85078 0.38069 0.362 0.733 0.288
H 4.13904 0.61653 2.29156 -0.033 0.007 0.005
H 2.90473 1.05852 3.47759 0.015 0.001 0.011
H 3.17936 2.09109 2.08200 -0.021 0.006 -0.016
H 3.57827 -2.15509 0.80820 0.053 -0.048 -0.013
H 0.51671 1.74444 3.47989 0.014 -0.017 0.001
H -0.72299 2.19714 2.29058 0.005 -0.007 -0.007
H 0.89139 2.90737 2.21199 0.002 0.005 -0.006
O 1.63049 -1.03372 -2.65925 0.044 -0.102 0.008
C 0.73056 -0.86907 -1.99696 -0.175 0.206 0.205
F -1.76167 0.15082 -3.53207 -0.049 0.031 0.029
C -1.56726 0.73883 -2.28545 0.185 -0.355 -0.113
F -2.81422 1.18795 -1.91671 0.034 0.065 0.063
C -0.73879 2.00443 -2.60488 -0.059 -0.015 0.043
F -1.46613 2.96155 -3.19170 0.031 -0.007 -0.039
F -0.18617 2.53907 -1.50248 -0.048 0.023 -0.022
F 0.27245 1.69511 -3.43405 0.049 -0.033 0.016
```
Positions in Å, forces in eV/Å.

Properties
LUMO level (spin up / spin down) in eV: 0.300 / -0.344
<S²>: 0.77
Multiplicity: 2
Charge: 0
Highest occupied orbital energy (spin up / spin down) in eV: -9.0 / -8.4
Energy relative to the best compared isomer or geometry (same formula, charge and spin) in kcal per mole: 7.4
Gap between HOMO and LUMO (spin up / spin down) in eV: 9.26 / 8.10
F_max in eV/A: 0.9

=====

Entry 6:
Below is a single C12H12FN molecule, with properties calculated with the ωB97M-V functional and the def2-TZVPD basis.

```
26
Properties=species:S:1:pos:R:3:forces:R:3
C 0.58813 -2.56302 1.39664 2.394 -1.626 0.268
C -0.36238 -2.13496 0.82055 -2.633 1.942 -0.958
C -1.68569 -1.56893 0.25436 1.183 -0.719 -0.074
N -2.11386 -0.14562 0.63590 -1.024 -2.009 -1.367
C -1.28602 0.94034 0.05985 -0.151 -0.906 -1.109
C 0.20652 0.90072 0.41389 0.629 -0.075 0.213
C 0.82048 1.27938 1.65374 -1.623 -0.190 -1.234
C 2.18775 1.08531 1.75528 0.862 -0.027 -1.246
C 2.95491 0.63156 0.64468 -1.718 -0.209 0.340
C 2.34367 0.34124 -0.59967 0.764 -0.036 1.881
C 0.95492 0.40569 -0.70910 1.199 1.393 3.678
C 0.11367 0.03729 -1.80022 -1.110 -0.332 -2.388
C -1.19518 0.74906 -1.50401 -0.764 3.027 -0.657
F -2.30000 0.14004 -2.06271 -0.682 -1.207 0.157
H 1.51886 -3.10719 1.67255 -1.421 1.003 -0.110
H -1.72813 -1.72265 -0.89403 0.194 0.080 1.976
H -2.41958 -2.25541 0.71932 0.034 0.567 -0.418
H -3.03014 -0.21274 0.05592 1.706 1.080 1.465
H -1.80062 1.88455 0.30405 0.363 -0.346 0.022
H 0.13412 1.69436 2.44638 1.164 -0.560 -0.741
H 2.79447 1.34369 2.60205 -0.318 0.059 0.661
H 3.99674 0.38590 0.84972 -0.122 0.365 -0.446
H 3.05649 -0.01181 -1.32220 -0.386 -0.187 -0.789
H -0.03283 -1.06484 -1.86345 0.102 0.698 -0.150
H 0.52565 0.42927 -2.73829 -0.103 -0.506 -0.085
H -1.36277 1.77377 -2.03483 1.459 -1.281 1.109
```
Positions in Å, forces in eV/Å.

Properties
LUMO level in eV: 0.822
Multiplicity: 1
Charge: 0
Highest occupied orbital energy in eV: -8.8
Energy relative to the best compared isomer or geometry (same formula, charge and spin) in kcal per mole: 24.0
Gap between HOMO and LUMO in eV: 9.62
F_max in eV/A: 4.1